1.
The following is a DFT calculation (wB97M-V/def2-TZVPD) of C26H25CuN7O3S2 as an isolated structure.

Its highest occupied orbital energy (alpha / beta) is -0.0697 / -0.0682 Eh. The expectation value of S² is 0.756. The value obtained for the gap between HOMO and LUMO (alpha / beta) is 6.48 / 6.44 eV.

The geometry in ORCA input format:
```
! RIJCOSX wB97M-V def2-TZVPD def2/J DEFGRID3
* xyz -2 2
Cu -1.15820 0.19437 -0.14553
N 1.75720 1.90589 -6.44272
C 1.68827 2.22785 -5.07087
C 0.77380 1.59162 -4.24028
C 0.73551 1.88589 -2.88668
C 1.61961 2.80092 -2.33965
C 2.53627 3.43914 -3.16564
C 2.57055 3.15767 -4.52026
S 1.66687 3.23175 -0.61013
O 1.32031 4.63605 -0.53904
O 2.99214 2.88384 -0.14689
N 0.54474 2.24687 -0.05076
C -0.06676 2.43361 1.11313
N 0.31146 3.35099 2.03498
C -0.43403 3.45468 3.11470
C -1.56700 2.68591 3.36192
C -1.86164 1.73520 2.40729
N -1.12903 1.59490 1.31470
H 0.89553 1.51259 -6.79094
H 2.04616 2.68417 -7.01584
H 0.08009 0.85771 -4.63635
H 0.00305 1.39884 -2.26219
H 3.22554 4.15662 -2.73791
H 3.29366 3.65297 -5.16044
H -0.10541 4.19417 3.84215
H -2.15888 2.79609 4.25770
H -2.69618 1.05253 2.51598
C -2.89551 -4.51235 0.79421
C -2.80275 -3.17190 0.09506
O -3.72134 -2.29234 0.73288
H -2.14382 -5.19916 0.40001
H -3.88494 -4.95498 0.65694
H -2.72011 -4.38702 1.86501
H -3.04139 -3.27077 -0.96776
H -1.78151 -2.78367 0.16250
H -3.69063 -1.41466 0.31055
C 3.54429 -2.76257 -0.79725
C 2.88883 -1.71802 -1.44047
C 1.76639 -1.12935 -0.88800
C 1.23412 -1.56925 0.33461
C 1.90745 -2.63088 0.97367
C 3.03792 -3.20667 0.41858
N 0.08010 -1.02081 0.85487
C -0.04833 -0.99045 2.24324
C -1.24660 -1.38955 2.84856
C -1.41745 -1.29488 4.22383
C -0.40147 -0.80805 5.03420
C 0.79375 -0.40498 4.44261
C 0.97058 -0.49294 3.07322
H 4.42898 -3.21473 -1.22948
H 3.26462 -1.33816 -2.38404
H 1.29194 -0.30200 -1.39386
H 1.52160 -3.00403 1.91502
H 3.52457 -4.02389 0.94187
H -2.04843 -1.76177 2.21949
H -2.35998 -1.60462 4.66298
H -0.53924 -0.72838 6.10625
H 1.58989 0.00338 5.05577
H 1.88933 -0.14868 2.61217
N -1.52312 -1.36074 -2.82542
C -1.37669 -0.78832 -1.83076
S -3.54581 0.93749 -0.22636
C -4.39194 0.59249 -1.62741
N -5.03696 0.38442 -2.56773
*
```

natural (NBO) atomic charge list, values in e, 8 entries: 1.226 -0.810 0.154 -0.260 -0.153 -0.360 -0.102 -0.303

=====

2.
The following is a DFT calculation (wB97M-V/def2-TZVPD) of C26H25FN5O5SV as an isolated structure in a non-equilibrium geometry.

Its highest occupied orbital energy (alpha / beta) is -0.2792 / -0.2980 Eh. The expectation value of S² is 2.017. The value obtained for the gap between HOMO and LUMO (alpha / beta) is 7.58 / 8.20 eV.

The geometry in ORCA input format:
```
! RIJCOSX wB97M-V def2-TZVPD def2/J DEFGRID3
* xyz 0 3
V -0.78338 0.58444 -0.63814
O 3.66522 0.24241 -3.53069
C 3.35738 -0.99662 -3.93073
O 4.12661 -1.75950 -4.46727
C 1.93755 -1.48239 -3.69482
C 1.48047 -2.76309 -3.94737
N 0.16684 -2.82672 -3.56392
N -0.31620 -1.64196 -3.11319
C 0.76765 -0.84105 -3.14477
C 0.62598 0.55868 -2.55442
O 1.64132 1.27499 -2.30786
O -0.60871 1.01737 -2.56310
H 2.89689 0.70281 -3.05004
H 2.04195 -3.57147 -4.37364
H -0.43845 -3.63447 -3.64759
S -3.49060 3.41553 1.50165
C -4.30559 1.90240 1.30930
C -3.55880 0.96801 0.67348
C -2.29348 1.46118 0.28825
C -2.11528 2.77192 0.72431
C -0.90649 3.54905 0.48078
C -0.82010 4.89755 0.88132
C 0.35610 5.58307 0.61595
C 1.41505 4.90468 -0.02829
C 1.26449 3.55325 -0.36768
N 0.14444 2.86227 -0.09178
H -5.31449 1.78828 1.62932
H -3.89027 -0.03745 0.51877
H -1.66182 5.36468 1.37364
H 0.49232 6.61587 0.92718
H 2.34897 5.41154 -0.25988
H 2.05436 3.03336 -0.89046
F -4.27825 -4.28682 -1.90336
C -3.50696 -3.19329 -1.54623
C -2.52058 -3.34171 -0.57305
C -1.73306 -2.23328 -0.25060
C -1.90814 -1.03289 -0.91549
C -2.94589 -0.89617 -1.84218
C -3.74436 -1.96607 -2.19448
H -2.33883 -4.28810 -0.08045
H -0.97573 -2.31293 0.52816
H -3.07618 0.07117 -2.31365
H -4.46733 -1.88338 -2.99276
C 2.75701 -0.46664 0.20562
N 2.26118 -0.65017 1.57153
C 3.05538 -1.36138 2.50983
C 2.57034 -1.08415 3.94370
C 1.07157 -1.36823 4.06828
N 0.34712 -0.69642 3.03425
C -1.07521 -0.40943 3.21521
C 0.93767 -0.44157 1.82878
O 0.21743 0.02336 0.91913
H 3.82893 -0.28509 0.31433
H 2.30729 0.37533 -0.32073
H 2.63983 -1.38126 -0.38828
H 4.10655 -1.06082 2.38658
H 2.98589 -2.43505 2.31227
H 2.80311 -0.05279 4.21305
H 3.11460 -1.76831 4.59703
H 0.69788 -1.02693 5.04116
H 0.88919 -2.43549 3.99878
H -1.19120 0.23964 4.09451
H -1.58506 -1.34509 3.42665
H -1.52412 0.08536 2.35409
*
```

natural (NBO) atomic charge list, values in e, 8 entries: 1.423 -0.691 0.789 -0.591 -0.259 0.011 -0.320 -0.183

=====

Calculated relative energy (zero: lowest compared OMol25 entry of this formula, charge and spin), 0.0, 21.2 kcal/mol (same order as the records).